1.
{
  "formula": "C19H21N3S",
  "method": "wB97M-V/def2-TZVPD",
  "lumo_energy_ev": 0.7,
  "e_tot_ev": -35347.572,
  "e_homo_ev": -7.81,
  "e_above_lowest_kcal_mol": 75.9,
  "smiles": "CCCc1nc(-c2cccc(NC)n2)c(-c2ccccc2C)s1",
  "species": ["N", "N", "S", "C", "C", "C", "C", "C", "C", "C", "C", "C", "C", "C", "C", "C", "C", "N", "C", "C", "C", "C", "C", "H", "H", "H", "H", "H", "H", "H", "H", "H", "H", "H", "H", "H", "H", "H", "H", "H", "H", "H", "H", "H"],
  "xyz": [[1.71, -0.20, -1.45], [-1.53, -0.76, 0.38], [3.08, 0.61, 0.69], [2.92, 0.29, -1.10], [0.84, -0.30, -0.33], [1.44, 0.13, 0.82], [-0.54, -0.98, -0.52], [-2.72, -1.24, 0.34], [-0.75, -1.92, -1.55], [-3.04, -2.07, -0.75], [-2.06, -2.51, -1.67], [1.12, -1.16, 4.32], [0.24, -0.28, 4.84], [1.45, -0.98, 3.02], [-0.33, 0.75, 4.04], [0.91, -0.03, 2.21], [0.04, 0.95, 2.77], [-3.54, -0.86, 1.39], [-0.40, 2.15, 2.00], [-4.99, -0.78, 1.48], [6.29, -0.62, -1.06], [4.25, 0.43, -2.10], [5.67, 0.64, -1.48], [0.07, -2.09, -2.30], [-4.00, -2.41, -1.01], [-2.28, -3.18, -2.53], [1.58, -1.98, 4.84], [-0.23, -0.36, 5.86], [2.23, -1.46, 2.55], [-1.27, 1.26, 4.35], [-3.01, -0.22, 1.94], [-0.88, 2.02, 1.03], [0.40, 2.90, 1.91], [-1.22, 2.55, 2.63], [-5.51, -1.68, 1.18], [-5.34, 0.02, 0.79], [-5.26, -0.68, 2.56], [6.29, -1.35, -1.94], [7.22, -0.36, -0.59], [5.71, -1.12, -0.27], [4.04, 1.46, -2.46], [4.20, -0.30, -2.96], [5.67, 1.33, -0.65], [6.24, 1.14, -2.23]]
}

***

2.
{
  "formula": "C19H21N5O4S2",
  "method": "wB97M-V/def2-TZVPD",
  "lumo_energy_ev": 0.5,
  "e_tot_ev": -57355.200,
  "e_homo_ev": -7.81,
  "e_above_lowest_kcal_mol": 37.0,
  "smiles": "CCOC(=O)Cc1csc(NC(=O)CSc2nnc(-c3ccc(OC)cc3)n2C)n1",
  "species": ["C", "C", "H", "H", "O", "C", "O", "C", "C", "C", "S", "C", "N", "N", "C", "O", "C", "H", "H", "S", "C", "N", "N", "C", "N", "C", "H", "H", "H", "C", "C", "C", "C", "C", "C", "H", "H", "O", "C", "H", "H", "H", "H", "H", "H", "H", "H", "H", "H", "H", "H"],
  "xyz": [[2.51, 0.82, -2.48], [2.44, 1.23, -1.02], [3.19, 2.00, -0.79], [1.44, 1.61, -0.78], [2.74, 0.10, -0.18], [1.91, -0.20, 0.80], [0.91, 0.40, 1.10], [2.42, -1.41, 1.59], [2.99, -2.47, 0.71], [4.21, -3.04, 0.83], [4.42, -4.32, -0.32], [2.78, -3.97, -0.88], [2.21, -3.01, -0.27], [2.26, -4.73, -1.88], [1.12, -4.54, -2.64], [0.78, -5.40, -3.42], [0.42, -3.22, -2.49], [1.13, -2.41, -2.39], [-0.23, -3.07, -3.35], [-0.62, -3.15, -1.00], [-0.82, -1.43, -1.01], [-0.36, -0.62, -1.93], [-0.76, 0.62, -1.60], [-1.44, 0.56, -0.48], [-1.53, -0.74, -0.06], [-2.18, -1.30, 1.08], [-2.50, -2.32, 0.84], [-1.50, -1.34, 1.93], [-3.05, -0.69, 1.33], [-2.03, 1.72, 0.17], [-2.05, 1.86, 1.55], [-2.62, 2.98, 2.14], [-3.17, 3.98, 1.35], [-3.13, 3.85, -0.04], [-2.56, 2.74, -0.62], [-2.52, 2.64, -1.69], [-3.55, 4.64, -0.64], [-3.76, 5.11, 1.82], [-3.82, 5.31, 3.21], [-4.33, 6.26, 3.35], [-4.40, 4.52, 3.71], [-2.82, 5.36, 3.66], [-2.61, 3.06, 3.22], [-1.59, 1.11, 2.18], [2.75, -5.59, -2.10], [5.00, -2.81, 1.52], [1.58, -1.80, 2.16], [3.19, -1.06, 2.28], [2.44, 1.70, -3.10], [3.45, 0.31, -2.68], [1.68, 0.16, -2.71]]
}

***

3.
{
  "formula": "C19H21NO2",
  "method": "wB97M-V/def2-TZVPD",
  "lumo_energy_ev": 0.6,
  "e_tot_ev": -25613.947,
  "e_homo_ev": -8.53,
  "e_above_lowest_kcal_mol": 369.8,
  "species": ["C", "C", "C", "C", "C", "C", "C", "H", "H", "H", "O", "C", "C", "O", "N", "C", "C", "H", "H", "C", "C", "C", "C", "C", "C", "C", "H", "H", "H", "H", "H", "C", "H", "H", "H", "H", "H", "H", "H", "H", "H", "H", "H"],
  "xyz": [[-4.10, -2.05, 2.13], [-3.83, -1.41, 0.70], [-3.19, -0.07, 0.58], [-3.15, 0.42, -0.65], [-3.67, -0.35, -1.92], [-4.37, -1.48, -1.62], [-4.55, -2.14, -0.27], [-4.97, -2.95, -0.49], [-4.74, -1.85, -2.66], [-3.53, 0.28, -2.73], [-2.66, 1.87, -0.81], [-2.22, 2.47, 0.19], [-0.91, 1.54, 0.90], [-0.93, 1.64, 2.26], [0.10, 1.35, 0.12], [0.23, 1.62, -1.04], [1.66, 0.82, -1.45], [1.43, -0.11, -1.70], [2.25, 1.59, -2.38], [2.37, 1.09, -0.06], [3.51, 0.08, -0.18], [3.25, -1.19, -0.06], [4.43, -2.04, -0.09], [5.66, -1.62, 0.24], [5.92, -0.14, -0.04], [4.93, 0.59, 0.11], [5.02, 1.44, 0.22], [6.95, 0.24, 0.33], [6.48, -2.39, 0.24], [4.31, -3.26, -0.17], [2.39, -1.57, -0.43], [1.27, 0.76, 0.72], [1.18, -0.24, 1.03], [1.46, 1.13, 1.80], [2.74, 2.00, -0.04], [0.40, 2.94, -1.28], [-0.50, 1.27, -1.93], [-1.80, 3.37, 0.16], [-2.93, 2.59, 1.05], [-3.09, 0.42, 1.61], [-5.04, -1.85, 2.63], [-3.52, -1.64, 2.98], [-4.21, -3.17, 2.00]]
}